Record 1
{"formula": "C10H12Si", "method": "ωB97M-V/def2-TZVPD", "homo_lumo_gap_ev": 8.25, "charge": 0, "e_tot_ha": -677.4868, "multiplicity": 1, "homo_ev": -8.710, "relative_energy_kj_mol": 513.7, "symbols": ["C", "C", "C", "C", "C", "C", "C", "C", "C", "C", "Si", "H", "H", "H", "H", "H", "H", "H", "H", "H", "H", "H", "H"], "positions_angstrom": [[-3.552, 2.520, -0.025], [-2.574, 1.836, -0.033], [3.090, 0.547, -0.047], [2.799, 0.565, 1.341], [2.007, 1.021, -0.759], [1.467, 0.843, 1.513], [-1.840, -2.017, 1.133], [-0.778, -1.241, 1.220], [0.878, 1.218, 0.160], [-0.844, -0.536, -1.946], [-0.455, -0.069, -0.164], [-4.132, 3.380, -0.193], [4.052, 0.231, -0.555], [3.458, 0.349, 2.095], [1.777, 1.203, -1.847], [0.818, 1.057, 2.425], [-2.219, -2.591, 2.030], [-2.257, -2.104, 0.230], [-0.416, -1.187, 2.145], [0.491, 2.152, 0.123], [-0.094, -0.940, -2.561], [-1.466, -1.412, -2.008], [-1.290, 0.280, -2.474]]}


Record 2
{"formula": "C10H13AuN6O3S2", "method": "ωB97M-V/def2-TZVPD", "homo_lumo_gap_ev": 8.35, "charge": 0, "e_tot_ha": -1875.2037, "multiplicity": 1, "homo_ev": -7.985, "symbols": ["Au", "C", "C", "N", "N", "C", "S", "N", "N", "H", "H", "H", "H", "H", "H", "O", "C", "N", "S", "O", "O", "C", "C", "C", "C", "C", "C", "H", "H", "H", "H", "N", "H", "H", "H"], "positions_angstrom": [[0.351, 0.469, 0.213], [-3.517, -1.564, -3.633], [-3.380, -0.408, -2.719], [-4.262, 0.508, -2.527], [-3.695, 1.343, -1.610], [-2.465, 0.975, -1.214], [-1.544, 1.830, -0.101], [-2.256, -0.179, -1.941], [-1.116, -0.931, -1.895], [-4.488, -1.512, -4.117], [-3.441, -2.501, -3.081], [-2.737, -1.549, -4.396], [-4.184, 2.156, -1.282], [-1.219, -1.859, -1.505], [-0.565, -0.901, -2.742], [2.751, 0.063, -2.036], [2.717, -0.830, -1.209], [1.926, -0.867, -0.097], [1.715, -2.393, 0.442], [0.519, -2.950, -0.161], [1.800, -2.485, 1.872], [3.149, -3.046, -0.390], [3.820, -4.240, -0.248], [4.939, -4.447, -1.048], [5.348, -3.484, -1.964], [4.656, -2.286, -2.097], [3.555, -2.075, -1.289], [3.487, -4.983, 0.465], [5.501, -5.366, -0.949], [6.222, -3.665, -2.575], [4.959, -1.519, -2.797], [-0.414, -0.337, 2.607], [-0.806, -1.262, 2.467], [-1.029, 0.189, 3.214], [0.476, -0.473, 3.075]]}


Record 3
{"formula": "C10H13BNO4", "method": "ωB97M-V/def2-TZVPD", "homo_lumo_gap_ev": 5.65, "charge": -1, "e_tot_ha": -769.3843, "multiplicity": 1, "homo_ev": -4.438, "symbols": ["B", "N", "C", "C", "O", "C", "C", "O", "H", "H", "H", "H", "H", "H", "H", "H", "H", "C", "C", "C", "O", "C", "C", "C", "O", "H", "H", "H", "H"], "positions_angstrom": [[0.483, 0.934, -0.132], [0.143, 2.422, -0.342], [1.240, 3.186, -0.910], [2.389, 3.640, 0.114], [1.339, 3.542, -2.113], [-1.121, 2.627, -1.052], [-2.317, 3.273, -0.180], [-1.329, 2.376, -2.261], [1.301, 0.888, 0.755], [0.940, 0.381, -1.087], [-0.453, 0.305, 0.262], [2.238, 4.760, 0.277], [3.432, 3.366, -0.235], [2.211, 3.064, 1.089], [-2.917, 4.036, -0.762], [-1.817, 3.772, 0.724], [-2.928, 2.403, 0.220], [-1.570, -3.278, 0.662], [-1.405, -4.551, 0.299], [-0.058, -5.117, 0.078], [0.094, -6.280, -0.256], [1.098, -4.218, 0.276], [0.932, -2.944, 0.640], [-0.414, -2.379, 0.861], [-0.564, -1.218, 1.194], [-2.550, -2.847, 0.828], [-2.241, -5.223, 0.151], [2.077, -4.649, 0.111], [1.768, -2.272, 0.788]]}


Record 4
{"formula": "C10H13BO2", "method": "ωB97M-V/def2-TZVPD", "homo_lumo_gap_ev": 7.99, "charge": 0, "e_tot_ha": -564.0741, "multiplicity": 1, "homo_ev": -7.376, "relative_energy_kj_mol": 0.0, "symbols": ["B", "C", "C", "C", "C", "C", "C", "C", "C", "C", "C", "O", "O", "H", "H", "H", "H", "H", "H", "H", "H", "H", "H", "H", "H", "H"], "positions_angstrom": [[-1.488, -0.456, -0.358], [3.122, 1.258, 0.709], [2.403, 0.444, 1.586], [3.114, 1.062, -0.636], [1.546, -0.552, 1.034], [2.262, 0.068, -1.189], [1.565, -0.762, -0.270], [0.544, -2.751, -1.549], [0.598, -1.660, -0.871], [-3.694, -0.650, 0.954], [-1.969, 2.043, -0.253], [-2.420, -1.111, 0.408], [-1.377, 0.846, -0.758], [3.757, 2.021, 1.131], [2.363, 0.606, 2.682], [3.672, 1.771, -1.280], [0.914, -1.263, 1.681], [2.288, -0.136, -2.232], [1.557, -3.244, -1.678], [-0.292, -3.291, -1.933], [-4.464, -1.338, 1.249], [-4.221, 0.017, 0.319], [-3.330, 0.024, 1.753], [-1.526, 2.838, -0.902], [-1.908, 2.223, 0.911], [-3.017, 1.994, -0.508]]}


Record 5
{"formula": "C10H13CaNP", "method": "ωB97M-V/def2-TZVPD", "homo_lumo_gap_ev": [3.57, 2.74], "charge": -1, "e_tot_ha": -1462.3667, "multiplicity": 1, "homo_ev": [-0.923, -0.211], "symbols": ["C", "C", "C", "C", "C", "Ca", "P", "H", "H", "H", "H", "H", "H", "H", "H", "C", "C", "C", "N", "C", "C", "H", "H", "H", "H", "H"], "positions_angstrom": [[0.448, -1.590, -1.312], [1.410, -1.374, -2.235], [1.933, -0.163, -2.800], [1.485, 1.187, -2.548], [0.512, 1.713, -1.771], [0.543, 0.244, 0.025], [-0.690, -1.933, 1.788], [0.200, -2.632, -1.030], [1.844, -2.262, -2.717], [2.599, -0.282, -3.658], [0.305, 2.813, -1.775], [1.992, 1.921, -3.197], [-0.211, -1.874, 3.140], [-0.444, -3.333, 1.638], [-2.070, -2.093, 2.136], [-1.815, 3.849, 3.288], [-2.057, 2.496, 3.546], [-1.562, 1.527, 2.661], [-0.828, 1.829, 1.573], [-0.611, 3.136, 1.315], [-1.080, 4.166, 2.146], [-2.190, 4.626, 3.957], [-2.620, 2.168, 4.418], [-1.742, 0.462, 2.819], [-0.041, 3.347, 0.404], [-0.853, 5.198, 1.871]]}


Record 6
{"formula": "C10H13Cl2NO", "method": "ωB97M-V/def2-TZVPD", "homo_lumo_gap_ev": 8.97, "charge": 0, "e_tot_ha": -1439.1869, "multiplicity": 1, "homo_ev": -8.524, "symbols": ["C", "C", "C", "C", "C", "C", "C", "C", "C", "C", "N", "O", "Cl", "Cl", "H", "H", "H", "H", "H", "H", "H", "H", "H", "H", "H", "H", "H"], "positions_angstrom": [[-1.284, 0.655, 1.988], [-2.117, -0.333, 1.324], [-0.471, 1.582, 1.473], [-2.793, -0.164, 0.192], [1.602, -0.480, 0.670], [-0.147, 1.859, 0.076], [0.476, 1.067, -0.803], [1.951, -1.927, 0.934], [0.813, 1.458, -2.211], [0.332, -1.324, -1.274], [0.832, -0.255, -0.434], [1.990, 0.421, 1.384], [-3.737, -1.413, -0.517], [-0.509, 3.507, -0.364], [-1.323, 0.585, 3.068], [-2.235, -1.268, 1.860], [0.040, 2.241, 2.164], [-2.783, 0.750, -0.378], [1.089, -2.442, 1.359], [2.253, -2.441, 0.026], [2.762, -1.959, 1.657], [0.039, 1.132, -2.908], [1.756, 1.004, -2.507], [0.900, 2.538, -2.289], [1.135, -1.824, -1.821], [-0.203, -2.064, -0.678], [-0.368, -0.905, -1.992]]}


Record 7
{"formula": "C10H13ClMnO2S", "method": "ωB97M-V/def2-TZVPD", "homo_lumo_gap_ev": [7.48, 6.58], "charge": 2, "e_tot_ha": -2547.9591, "multiplicity": 4, "homo_ev": [-17.267, -17.482], "relative_energy_kj_mol": 40.7, "symbols": ["Cl", "C", "C", "C", "H", "C", "C", "H", "H", "H", "C", "Mn", "C", "O", "C", "O", "H", "H", "H", "C", "S", "C", "H", "H", "H", "H", "H", "H"], "positions_angstrom": [[-1.838, 2.295, -1.270], [-1.008, -1.918, -0.940], [0.382, -2.094, -0.608], [1.139, -1.084, -1.296], [0.817, -2.899, -0.024], [0.218, -0.296, -2.105], [-1.121, -0.782, -1.810], [-2.013, -0.438, -2.328], [-1.808, -2.608, -0.654], [2.225, -1.003, -1.288], [0.580, 0.654, -3.198], [-0.191, -0.156, -0.092], [1.180, 0.875, 0.505], [1.865, 1.506, 1.208], [-1.402, 1.404, 0.237], [-1.775, 1.880, 1.283], [1.526, 1.158, -2.987], [-0.195, 1.411, -3.338], [0.690, 0.104, -4.143], [-0.400, -2.370, 2.558], [-1.014, -0.767, 1.986], [-0.387, 0.232, 3.404], [-0.358, -3.059, 1.717], [-1.105, -2.729, 3.308], [0.591, -2.237, 2.998], [-1.199, 0.266, 4.138], [0.501, -0.256, 3.815], [-0.150, 1.242, 3.068]]}


Record 8
{"formula": "C10H13ClN", "method": "ωB97M-V/def2-TZVPD", "homo_lumo_gap_ev": 6.87, "charge": 1, "e_tot_ha": -903.4262, "multiplicity": 1, "homo_ev": -13.003, "relative_energy_kj_mol": 123.9, "symbols": ["C", "C", "C", "C", "C", "C", "C", "C", "C", "C", "N", "Cl", "H", "H", "H", "H", "H", "H", "H", "H", "H", "H", "H", "H", "H"], "positions_angstrom": [[-0.332, 3.247, 0.688], [-1.372, 2.512, 1.282], [0.633, 2.565, -0.073], [-1.461, 1.193, 1.040], [0.606, 1.244, -0.206], [-0.449, 0.442, 0.313], [-1.549, -2.020, 0.433], [-1.408, -3.425, 0.052], [-0.526, -0.926, 0.001], [-1.114, -4.494, 0.827], [3.783, 1.655, -2.109], [0.796, -1.698, -0.714], [-0.136, 4.335, 0.892], [-2.165, 3.170, 1.652], [1.576, 3.108, -0.434], [-2.246, 0.618, 1.618], [1.359, 0.919, -0.961], [-2.599, -1.571, -0.067], [-1.599, -1.889, 1.546], [-1.395, -3.462, -1.009], [-1.240, -4.457, 1.826], [-1.233, -5.509, 0.413], [3.448, 0.701, -2.376], [4.736, 1.605, -1.607], [3.887, 2.135, -3.027]]}


What did the seventh record say?
{"formula": "C10H13ClMnO2S", "method": "ωB97M-V/def2-TZVPD", "homo_lumo_gap_ev": [7.48, 6.58], "charge": 2, "e_tot_ha": -2547.9591, "multiplicity": 4, "homo_ev": [-17.267, -17.482], "relative_energy_kj_mol": 40.7, "symbols": ["Cl", "C", "C", "C", "H", "C", "C", "H", "H", "H", "C", "Mn", "C", "O", "C", "O", "H", "H", "H", "C", "S", "C", "H", "H", "H", "H", "H", "H"], "positions_angstrom": [[-1.838, 2.295, -1.270], [-1.008, -1.918, -0.940], [0.382, -2.094, -0.608], [1.139, -1.084, -1.296], [0.817, -2.899, -0.024], [0.218, -0.296, -2.105], [-1.121, -0.782, -1.810], [-2.013, -0.438, -2.328], [-1.808, -2.608, -0.654], [2.225, -1.003, -1.288], [0.580, 0.654, -3.198], [-0.191, -0.156, -0.092], [1.180, 0.875, 0.505], [1.865, 1.506, 1.208], [-1.402, 1.404, 0.237], [-1.775, 1.880, 1.283], [1.526, 1.158, -2.987], [-0.195, 1.411, -3.338], [0.690, 0.104, -4.143], [-0.400, -2.370, 2.558], [-1.014, -0.767, 1.986], [-0.387, 0.232, 3.404], [-0.358, -3.059, 1.717], [-1.105, -2.729, 3.308], [0.591, -2.237, 2.998], [-1.199, 0.266, 4.138], [0.501, -0.256, 3.815], [-0.150, 1.242, 3.068]]}


Q: What is the formula in the fourth record?
A: C10H13BO2